Record 1
{
  "formula": "C34H23ClN7O3Rh",
  "method": "wB97M-V/def2-TZVPD",
  "molar_mass_g_mol": 715.963,
  "multiplicity": 1,
  "largest_force_ev_per_a": 0.61,
  "orbital_gap_ev": 7.229,
  "lumo_ev": -0.64,
  "relative_energy_kcal_mol": 0.0,
  "elements": ["Rh", "C", "C", "C", "C", "N", "C", "N", "C", "N", "C", "N", "C", "C", "C", "C", "C", "N", "C", "C", "C", "C", "C", "C", "H", "H", "H", "H", "H", "H", "H", "H", "H", "H", "H", "H", "O", "C", "C", "C", "C", "C", "C", "C", "N", "C", "C", "N", "H", "H", "H", "H", "H", "H", "H", "Cl", "C", "C", "C", "C", "C", "C", "C", "O", "O", "H", "H", "H", "H"],
  "xyz": [[-0.25298, -0.18499, -0.32530], [-1.62712, -4.05413, -1.37903], [-0.73003, -4.53433, -2.32830], [0.23056, -3.68514, -2.81423], [0.31572, -2.36419, -2.34848], [-0.55040, -1.91767, -1.41878], [-1.49620, -2.75605, -0.95195], [1.29201, -1.59662, -2.95239], [1.70368, -0.45709, -2.52600], [1.35007, 0.23753, -1.40574], [1.87288, 1.50350, -1.45837], [1.67387, 2.51290, -0.69099], [0.94296, 2.46708, 0.48016], [1.08265, 3.58278, 1.31756], [0.50061, 3.59684, 2.56071], [-0.20695, 2.47599, 2.98163], [-0.33185, 1.42447, 2.10999], [0.17875, 1.43159, 0.86668], [2.74224, 1.59099, -2.65374], [3.51704, 2.62125, -3.14767], [4.20753, 2.38523, -4.33137], [4.11275, 1.16014, -4.99047], [3.32432, 0.13128, -4.48685], [2.65004, 0.37396, -3.30679], [-2.40810, -4.67523, -0.96531], [-0.78690, -5.55624, -2.68001], [0.94957, -3.99030, -3.55968], [-2.14750, -2.33439, -0.20074], [1.68884, 4.39831, 0.95247], [0.61723, 4.45522, 3.20942], [-0.65001, 2.40842, 3.96409], [-0.85899, 0.52367, 2.39116], [3.57731, 3.56761, -2.62750], [4.82936, 3.16455, -4.75263], [4.66240, 1.01149, -5.91091], [3.23707, -0.82222, -4.98999], [-1.98020, -0.52666, 0.73460], [-2.84524, 0.42426, 0.98570], [-3.66244, 0.28159, 2.12846], [-4.57040, 1.24392, 2.50101], [-4.72189, 2.40817, 1.74437], [-3.95837, 2.55709, 0.60974], [-3.03082, 1.58938, 0.20018], [-2.31677, 1.77309, -1.05729], [-1.37999, 0.98233, -1.56553], [-1.03656, 1.48150, -2.80530], [-1.78141, 2.58171, -3.05652], [-2.57955, 2.75358, -1.95084], [-3.52680, -0.61718, 2.71691], [-5.16516, 1.09905, 3.39445], [-5.42460, 3.17487, 2.03855], [-4.08698, 3.46296, 0.02803], [-0.31384, 0.99368, -3.43496], [-1.82740, 3.23719, -3.90643], [-3.26856, 3.47326, -1.83253], [1.12395, -5.39653, 6.20263], [1.21569, -4.18312, 4.95650], [0.14959, -4.02479, 4.08651], [0.23445, -3.06581, 3.08863], [1.36340, -2.26219, 2.97992], [2.41456, -2.42655, 3.87199], [2.35256, -3.39665, 4.85949], [1.43022, -1.17787, 1.93425], [2.11220, -0.18332, 2.11964], [0.72607, -1.45860, 0.88088], [-0.72747, -4.64864, 4.19067], [-0.57650, -2.92529, 2.38518], [3.27669, -1.77818, 3.78747], [3.16916, -3.54244, 5.55295]],
  "forces_ev_per_angstrom": [[0.0994, -0.0652, -0.2091], [-0.0126, 0.0004, 0.0081], [0.0008, -0.0021, -0.0015], [-0.0094, 0.0025, -0.0259], [0.0315, 0.0371, -0.0098], [0.0548, -0.0678, 0.0486], [-0.0187, 0.0251, -0.0381], [-0.0265, -0.0247, 0.0033], [0.0131, -0.0188, 0.0286], [-0.0722, 0.0129, -0.0616], [0.0472, 0.0103, 0.0807], [-0.0610, 0.0247, -0.0420], [0.1188, -0.0558, 0.0773], [0.0109, -0.0034, -0.0332], [0.0005, 0.0020, 0.0179], [0.0251, 0.0063, -0.0070], [-0.0549, -0.0300, 0.0593], [-0.1626, 0.0025, -0.0999], [-0.0085, -0.0089, -0.0291], [0.0025, -0.0071, 0.0228], [0.0048, -0.0023, -0.0080], [0.0059, 0.0047, -0.0005], [0.0133, -0.0172, 0.0200], [-0.0078, 0.0243, -0.0069], [0.0010, 0.0012, 0.0025], [-0.0051, 0.0020, -0.0032], [0.0001, 0.0034, -0.0001], [0.0140, -0.0003, 0.0086], [-0.0013, 0.0010, -0.0007], [-0.0003, -0.0009, 0.0025], [0.0014, 0.0074, 0.0026], [0.0550, 0.0577, -0.0138], [-0.0025, 0.0004, 0.0007], [0.0001, 0.0002, 0.0002], [0.0007, 0.0003, 0.0005], [-0.0023, 0.0000, 0.0001], [0.0558, 0.1129, 0.0620], [-0.1209, -0.0986, -0.1318], [-0.0180, 0.0122, 0.0192], [0.0077, -0.0105, -0.0100], [0.0112, -0.0184, -0.0074], [-0.0094, 0.0283, 0.0282], [0.0552, 0.0655, 0.0343], [-0.1884, -0.2032, -0.0584], [0.2625, 0.4719, 0.2877], [-0.0743, -0.1475, -0.0758], [0.0260, -0.0495, -0.1031], [-0.0862, 0.0036, 0.0841], [0.0040, -0.0042, -0.0018], [0.0015, -0.0020, -0.0010], [0.0006, 0.0020, -0.0021], [0.0198, 0.0097, -0.0021], [0.0629, 0.0405, 0.0176], [0.0185, -0.0013, -0.0053], [-0.0323, -0.0237, -0.0070], [-0.0011, -0.0008, 0.0032], [0.0006, 0.0009, -0.0006], [0.0015, -0.0091, -0.0106], [0.0404, -0.0342, -0.0055], [-0.0480, 0.0252, -0.0070], [-0.0200, 0.0356, 0.0487], [-0.0013, -0.0051, -0.0030], [0.2595, -0.1104, -0.2338], [0.0110, 0.0486, 0.0100], [-0.2997, -0.0518, 0.2761], [-0.0003, -0.0011, -0.0003], [0.0101, -0.0084, 0.0129], [-0.0042, 0.0008, -0.0109], [0.0001, 0.0002, -0.0004]]
}

---

Record 2
{
  "formula": "C34H23ClN7O3Rh",
  "method": "wB97M-V/def2-TZVPD",
  "molar_mass_g_mol": 715.963,
  "multiplicity": 1,
  "largest_force_ev_per_a": 1.17,
  "orbital_gap_ev": 7.071,
  "lumo_ev": -0.78,
  "relative_energy_kcal_mol": 40.5,
  "elements": ["Rh", "C", "C", "C", "C", "N", "C", "N", "C", "N", "C", "N", "C", "C", "C", "C", "C", "N", "C", "C", "C", "C", "C", "C", "H", "H", "H", "H", "H", "H", "H", "H", "H", "H", "H", "H", "O", "C", "C", "C", "C", "C", "C", "C", "N", "C", "C", "N", "H", "H", "H", "H", "H", "H", "H", "Cl", "C", "C", "C", "C", "C", "C", "C", "O", "O", "H", "H", "H", "H"],
  "xyz": [[-0.26815, -0.43464, -0.30843], [3.56036, -1.30983, -2.11889], [3.81356, -0.26397, -2.98660], [3.00754, 0.84838, -2.90785], [1.95813, 0.90408, -1.99137], [1.74669, -0.09400, -1.10552], [2.53399, -1.17367, -1.20727], [1.19294, 2.06845, -2.11794], [0.14010, 2.31310, -1.44096], [-0.54967, 1.51498, -0.55875], [-1.40813, 2.26732, 0.17313], [-2.00884, 1.99492, 1.27830], [-1.67836, 0.90385, 2.07609], [-2.35840, 0.89354, 3.30185], [-2.14934, -0.10803, 4.21524], [-1.24133, -1.11132, 3.89669], [-0.60064, -1.04784, 2.68156], [-0.79763, -0.07595, 1.76945], [-1.47872, 3.62379, -0.44551], [-2.20203, 4.74353, -0.09627], [-1.94579, 5.90869, -0.81672], [-0.97894, 5.93755, -1.82156], [-0.23090, 4.80490, -2.13758], [-0.51589, 3.65432, -1.43492], [4.13260, -2.22621, -2.13494], [4.60993, -0.31868, -3.71749], [3.13409, 1.70171, -3.55746], [2.32430, -1.97069, -0.53246], [-3.04879, 1.70482, 3.47890], [-2.68119, -0.11429, 5.15789], [-1.02653, -1.93232, 4.56509], [0.09520, -1.81723, 2.40800], [-2.93066, 4.71022, 0.70255], [-2.49148, 6.81326, -0.58142], [-0.79683, 6.86251, -2.35327], [0.54151, 4.81769, -2.89473], [-0.28028, -0.83167, -2.23097], [-1.13234, -0.28269, -3.07032], [-0.68782, -0.00996, -4.37746], [-1.55534, 0.46104, -5.33519], [-2.90087, 0.69830, -5.03096], [-3.33990, 0.46412, -3.74782], [-2.47120, -0.00799, -2.75584], [-2.94973, -0.33532, -1.42490], [-2.24314, -0.84354, -0.41820], [-3.14668, -1.14522, 0.59378], [-4.38957, -0.80320, 0.20075], [-4.24811, -0.28681, -1.06993], [0.35438, -0.20126, -4.59987], [-1.18931, 0.65052, -6.33664], [-3.58634, 1.05106, -5.78856], [-4.38396, 0.64560, -3.51894], [-2.84312, -1.63421, 1.50106], [-5.34380, -0.88981, 0.68698], [-4.98348, 0.08226, -1.64313], [6.09330, -2.48440, 3.24379], [4.52041, -2.70582, 2.53084], [3.70553, -1.60748, 2.32781], [2.45927, -1.79004, 1.74648], [2.01355, -3.05570, 1.37544], [2.85531, -4.14321, 1.60479], [4.10708, -3.97857, 2.17264], [0.66485, -3.36434, 0.72026], [0.28494, -4.52257, 0.79858], [-0.03969, -2.45477, 0.11788], [4.04531, -0.62113, 2.61282], [1.85035, -0.91660, 1.57234], [2.49951, -5.12628, 1.32849], [4.75741, -4.82527, 2.34424]],
  "forces_ev_per_angstrom": [[-0.1627, -0.3724, -0.0176], [-0.0377, -0.0697, 0.1274], [0.0078, 0.0775, -0.0539], [0.1224, -0.0432, -0.0895], [-0.3227, 0.3035, -0.0734], [0.1714, 0.2785, 0.2794], [0.1135, 0.1952, -0.1598], [0.1954, -0.2678, 0.3044], [-0.2648, 0.2588, -0.0958], [0.2157, -0.3437, -0.0746], [-0.1201, 0.3800, -0.0629], [0.2207, -0.3397, 0.1215], [-0.1725, 0.2201, -0.2251], [-0.0106, -0.0176, 0.1085], [-0.0298, 0.0089, 0.0005], [0.0700, -0.0015, -0.0482], [0.0617, 0.0829, 0.0407], [0.3490, 0.2430, 0.0405], [-0.0057, -0.3371, 0.2498], [-0.0303, 0.1366, -0.1197], [0.0015, -0.0680, 0.0308], [0.0381, -0.0552, -0.0066], [-0.1138, 0.1213, -0.0061], [0.2691, -0.3258, -0.0771], [-0.0018, 0.0035, 0.0128], [0.0053, 0.0029, 0.0120], [-0.0120, -0.0122, -0.0019], [-0.1055, -0.1819, 0.0054], [0.0116, -0.0046, 0.0101], [0.0000, -0.0047, -0.0046], [-0.0057, 0.0026, -0.0028], [-0.0225, -0.0247, -0.0061], [0.0182, 0.0101, 0.0074], [-0.0127, -0.0026, -0.0231], [-0.0092, 0.0019, 0.0019], [-0.0017, 0.0106, 0.0122], [0.0422, -0.0298, -0.6967], [0.2596, -0.1468, 0.1122], [-0.0625, -0.0524, -0.0797], [-0.0318, 0.0348, 0.0011], [0.0868, -0.0457, 0.0262], [0.0280, 0.0920, 0.0146], [-0.0369, 0.1658, 0.1302], [-0.0850, -0.1866, -0.1857], [-0.7823, 0.6812, 0.5501], [0.2770, -0.3160, -0.0994], [-0.0005, 0.0126, -0.1216], [-0.0705, -0.0704, 0.0837], [-0.0185, -0.0166, -0.0059], [-0.0067, 0.0080, -0.0002], [0.0116, 0.0234, 0.0021], [0.0034, 0.0327, 0.0046], [0.0595, 0.0502, 0.0343], [0.0150, -0.0001, 0.0063], [-0.0399, -0.0947, -0.0597], [-0.0521, -0.0038, -0.0162], [0.0821, -0.0249, 0.0242], [-0.0406, 0.0320, 0.0122], [0.0426, -0.0832, 0.1509], [0.0107, 0.0016, 0.0353], [-0.0439, -0.0187, 0.0064], [0.0046, 0.0171, 0.0148], [-0.4914, -0.0146, -0.2475], [0.0613, -0.0447, 0.0537], [0.4641, 0.0100, 0.1271], [-0.0082, -0.0024, -0.0024], [-0.1009, 0.1049, -0.0754], [-0.0040, 0.0181, -0.0020], [-0.0023, 0.0015, -0.0138]]
}